Record 1
The following is a quantum chemistry calculation of a 4-piece molecular cluster, C2H12O5 overall, from OMol25.

For the total energy, the calculation gives -12505.745 eV. Its spin multiplicity is 1. As for the SMILES: OCCO.O.O.O. As for the orbital gap: 10.659 eV.

```
19
Properties=species:S:1:pos:R:3:forces:R:3
C 0.2071 1.1381 1.2926 -0.274 0.819 -0.233
C 1.5727 1.0688 1.9419 -0.267 -0.511 0.284
O 2.4933 0.3532 1.1137 -0.082 0.377 0.084
O -0.5193 -0.0626 1.4252 0.313 0.245 -0.270
H 0.3265 1.4497 0.2371 0.182 -0.362 -0.055
H -0.4022 1.9618 1.6781 0.044 -0.261 0.518
H 1.4693 0.4598 2.8412 0.036 0.084 0.054
H 1.9281 2.0539 2.2576 0.188 0.039 -0.303
H 2.6256 0.8979 0.3310 0.143 -0.106 -0.089
H 0.0013 -0.7432 0.9657 -0.239 -0.205 0.214
O -2.1072 -0.3899 -3.9020 0.109 0.179 -0.103
H -2.2918 0.3554 -4.4783 -0.015 -0.002 -0.045
H -1.9099 -0.0069 -3.0297 -0.146 -0.324 -0.036
O 0.3301 -2.2866 0.0115 0.041 -0.136 -0.116
H 1.2588 -2.4559 -0.1748 0.052 0.080 -0.022
H -0.0810 -3.1544 0.0655 -0.039 -0.020 0.062
O -1.8556 -0.1766 -1.1844 -0.050 0.214 -0.121
H -1.5095 0.5215 -0.6219 -0.077 -0.090 0.212
H -1.5363 -0.9838 -0.7699 0.081 -0.020 -0.036
```
Forces are in eV/Å.

***

Record 2
The following is a quantum chemistry calculation of an isolated molecule of C5H10O2, from OMol25.

For the total energy, the calculation gives -9440.682 eV. Its spin multiplicity is 1. As for the SMILES: C[C@@]1(CCO)CO1. As for the orbital gap: 10.937 eV.

```
17
Properties=species:S:1:pos:R:3:forces:R:3
C -1.5253 -1.4107 0.2357 -0.021 0.008 -0.039
C -0.6192 -0.2228 0.0040 0.036 -0.164 -0.093
C 0.8376 -0.5606 -0.2871 -0.036 0.005 0.024
C 1.9158 0.5075 0.0608 0.266 -0.262 -0.082
O 1.4696 1.8174 0.3331 -0.079 0.026 0.149
C -1.1371 1.0589 -0.4808 -0.163 0.076 -0.190
O -0.9075 0.8449 0.9194 -0.004 0.058 0.246
H -1.4170 -2.1762 -0.5401 0.020 0.168 0.051
H -1.2603 -1.8653 1.1978 -0.023 0.035 -0.158
H -2.5731 -1.1008 0.2888 0.161 -0.010 -0.045
H 0.8756 -0.7986 -1.3587 0.005 0.066 0.162
H 1.0976 -1.4928 0.2306 -0.058 0.167 -0.017
H 2.5954 0.6066 -0.7902 -0.004 -0.085 0.143
H 2.5074 0.1322 0.9069 -0.063 0.044 -0.075
H 0.7445 1.7353 0.9760 0.157 0.089 -0.167
H -2.1782 1.1670 -0.7763 0.063 -0.068 0.134
H -0.4261 1.7580 -0.9199 -0.257 -0.153 -0.044
```
Forces are in eV/Å.

***

Record 3
The following is a quantum chemistry calculation of C11H16ClO5PTc as an isolated structure, from OMol25.

As for the charge: +2. For the total energy, the calculation gives -45894.951 eV. As for the expectation value of S²: 3.7686. Its spin multiplicity is 4. As for the orbital gap (spin up / spin down): 9.519 / 6.028 eV.

```
35
Properties=species:S:1:pos:R:3:forces:R:3
Cl -3.6548 0.3574 -2.1673 -0.260 0.197 -0.170
C 0.4855 -2.7422 -1.8597 -0.080 0.243 -1.068
C 1.6409 -1.9813 -1.4572 -0.070 0.575 -0.651
C 1.4877 -0.6428 -1.9309 -0.226 -0.103 -0.702
H 2.4966 -2.3493 -0.8953 -0.292 0.044 -0.005
C 0.2359 -0.5601 -2.6746 0.916 -0.858 -0.576
C -0.3890 -1.8731 -2.6098 0.565 -0.077 -0.937
H -1.3510 -2.1163 -3.0704 0.516 -0.129 0.149
H 0.3153 -3.7963 -1.6713 -0.004 0.142 0.045
H 2.1874 0.1884 -1.8066 -0.275 -0.429 0.032
C -0.3109 0.6477 -3.3314 -0.294 0.183 0.139
Tc -0.2801 -1.0583 -0.6618 0.373 1.302 0.695
C 0.0982 -2.2513 0.8113 1.270 -4.090 5.875
C -2.1653 -1.3763 -0.2046 -4.714 -0.067 1.887
O 0.3456 -2.9685 1.6981 -1.016 2.893 -3.771
O -3.2432 -1.5841 0.1614 3.645 0.305 -1.194
H 0.0514 1.5478 -2.8252 -0.030 -0.054 -0.228
H -1.4099 0.6263 -3.2870 0.500 0.125 -0.320
H 0.0317 0.6582 -4.3703 -0.131 0.109 -0.012
C -0.9543 3.5491 0.7147 -0.271 -0.130 -0.124
O 0.1359 2.5699 0.9515 0.260 -1.887 -0.469
P 0.1442 0.9555 0.7373 0.113 0.221 2.414
O 1.6424 0.3899 1.0981 -1.757 0.847 -0.958
C 2.2985 0.3117 2.3874 0.803 0.501 0.088
O -0.7804 0.2792 1.8864 0.496 0.416 -0.664
C -0.7006 0.2372 3.3336 -0.759 0.406 0.402
H -1.9212 3.1052 0.9858 0.324 0.091 -0.054
H -0.9592 3.8663 -0.3412 0.170 -0.289 0.475
H -0.7627 4.4248 1.3550 0.167 -0.608 -0.227
H 3.3402 0.5024 2.1129 -0.120 -0.084 0.503
H 1.9477 1.0987 3.0672 0.094 -0.346 -0.201
H 2.2106 -0.6946 2.8250 -0.198 0.406 -0.258
H -1.7560 0.1203 3.6046 0.404 0.044 0.346
H -0.1320 -0.6315 3.7080 -0.092 0.468 -0.441
H -0.3250 1.1902 3.7262 -0.029 -0.368 -0.020
```
Forces are in eV/Å.

***

Record 4
The following is a quantum chemistry calculation of C20H21F6MoN5O8S5Se as an isolated structure, from OMol25.

As for the charge: +2. For the total energy, the calculation gives -182580.265 eV. As for the expectation value of S²: 2.0294. Its spin multiplicity is 3. As for the orbital gap (spin up / spin down): 6.748 / 6.658 eV.

```
67
Properties=species:S:1:pos:R:3:forces:R:3
Mo -0.0203 -0.2155 -0.3198 0.413 0.992 -0.227
C -2.3320 1.1476 3.0293 -0.017 -0.393 -0.131
C -1.0228 1.8609 2.7179 0.021 -0.264 -0.217
S -0.4712 1.9657 0.9748 -0.504 0.091 0.138
C -1.8775 2.8178 0.1775 0.273 -0.201 -0.041
C -3.0841 1.9571 -0.1426 0.041 -0.306 -0.122
S -2.5861 0.3499 -0.8499 0.109 0.356 0.413
C -3.7644 -0.7891 -0.0578 0.064 0.091 -0.116
C -3.9812 -0.6059 1.4341 0.390 0.026 0.243
S -2.4287 -0.5563 2.3774 -0.023 0.100 0.054
H -3.1950 1.7104 2.6838 0.001 0.061 0.061
H -2.4059 1.0653 4.1140 -0.030 0.140 0.006
H -0.1750 1.3991 3.2255 -0.012 0.028 0.024
H -1.0913 2.8986 3.0479 0.155 0.034 -0.001
H -1.4542 3.2280 -0.7371 -0.020 0.066 0.033
H -2.1518 3.6471 0.8297 0.045 0.056 -0.024
H -3.6863 2.4491 -0.9066 -0.025 0.041 0.029
H -3.7157 1.7888 0.7223 0.066 0.013 -0.026
H -3.3702 -1.7774 -0.2988 -0.029 -0.007 0.006
H -4.7090 -0.6575 -0.5874 0.025 -0.084 -0.104
H -4.5285 -1.4701 1.8090 -0.107 0.037 -0.054
H -4.5697 0.2768 1.6734 -0.096 -0.055 -0.017
F 2.6753 0.3882 3.4329 0.086 -0.047 -0.009
C 3.6886 0.1050 2.6146 -0.096 0.332 -0.238
F 4.3235 1.2099 2.2880 0.013 -0.008 0.034
F 4.4853 -0.7623 3.1742 0.076 -0.105 -0.109
S 2.9186 -0.6463 1.0776 0.265 -0.261 0.154
O 1.6458 0.1567 0.9937 -0.691 0.071 -0.063
O 2.7541 -2.0461 1.2721 -0.147 -0.157 0.477
N 3.8429 -0.2881 -0.1250 0.040 -0.157 0.030
S 3.3030 -0.9922 -1.4400 -0.064 0.875 -0.173
O 1.8143 -1.0494 -1.3744 -0.489 0.113 -0.136
O 3.9352 -2.1687 -1.8842 0.130 -0.123 -0.105
C 3.5684 0.3958 -2.6548 -0.125 0.167 0.188
F 2.7929 0.1863 -3.7122 0.049 -0.075 0.042
F 3.1582 1.5207 -2.0374 0.189 -0.167 -0.297
F 4.8128 0.5199 -3.0269 0.078 -0.116 0.149
C 1.0938 3.5473 -1.6081 0.028 0.030 -0.071
C 0.5800 2.4122 -2.4181 -0.021 0.121 0.052
N 0.1585 1.2142 -2.0131 -0.008 -0.096 -0.088
C -0.1515 0.5015 -3.1671 0.009 0.064 -0.123
C 0.0616 1.2846 -4.2573 -0.190 -0.109 0.005
N 0.5042 2.4732 -3.7577 -0.028 -0.072 -0.003
C -0.1178 1.1664 -5.7469 0.151 0.156 0.318
O -0.4449 -0.0053 -6.2237 -0.093 -0.096 -0.442
O 0.0526 2.1609 -6.3954 0.001 -0.058 -0.037
C -0.5494 -0.9085 -3.0667 0.147 0.503 -0.616
O -0.6649 -1.6367 -4.0174 -0.155 -0.124 0.290
O -0.7675 -1.2749 -1.8064 0.330 -0.325 0.300
H 1.3360 3.2419 -0.5954 0.007 -0.036 0.001
H 0.3706 4.3650 -1.5812 0.012 0.001 0.029
H 2.0012 3.9329 -2.0727 -0.002 0.017 0.032
H 0.7284 3.2496 -4.3716 0.030 0.053 0.047
H -0.5305 -0.7127 -5.5528 0.040 0.010 0.185
Se 0.1863 -3.4200 -0.6101 -0.431 -0.267 -0.343
N -0.0275 -2.0655 0.6068 -0.027 -0.833 0.298
C 0.0944 -2.6256 1.8325 0.084 -0.053 -0.142
C 0.2385 -1.9659 3.0683 -0.044 0.117 0.272
C 0.3546 -2.7087 4.2117 -0.035 0.351 -0.227
C 0.3100 -4.1244 4.2016 0.010 -0.419 -0.164
C 0.2409 -4.8061 3.0254 0.055 -0.023 0.374
C 0.1829 -4.0656 1.8189 -0.080 0.357 -0.388
N 0.2361 -4.6119 0.6105 0.181 -0.482 0.549
H 0.3011 -0.8888 3.1029 -0.014 0.036 0.013
H 0.4987 -2.1998 5.1562 -0.038 0.000 0.004
H 0.3648 -4.6633 5.1372 0.032 0.013 0.001
H 0.2605 -5.8858 2.9753 -0.005 0.003 0.001
```
Forces are in eV/Å.

***

Record 5
The following is a quantum chemistry calculation of C45H60N4P3SSn as an isolated structure, from OMol25.

As for the charge: +3. For the total energy, the calculation gives -98109.967 eV. Its spin multiplicity is 1. As for the orbital gap (spin up / spin down): 4.719 / 5.472 eV.

```
114
Properties=species:S:1:pos:R:3:forces:R:3
Sn 0.8551 -0.6201 0.3126 -0.416 0.126 -0.122
C -1.8077 1.5009 4.3968 0.022 0.060 0.139
C -0.6844 1.3315 3.3791 -0.018 0.057 -0.314
C -1.0005 2.1436 2.1138 -0.230 -0.074 0.201
P -0.3149 -0.3985 2.8484 -0.027 -0.358 0.055
C 0.4894 -1.3505 4.2313 -0.127 0.089 0.060
C 0.3887 -0.6962 5.6135 0.013 -0.048 0.026
C 0.0475 -2.8181 4.2877 -0.023 0.023 0.080
C -1.9328 -1.1441 2.5124 0.044 0.065 0.052
C -2.8088 -1.4595 3.5355 0.026 -0.002 0.123
C -4.0708 -2.0208 3.3036 -0.087 -0.063 0.140
C -4.9935 -2.3440 4.4454 0.061 0.085 -0.111
C -4.4359 -2.2714 1.9764 -0.070 -0.028 -0.008
C -3.5975 -1.9545 0.9341 0.077 0.043 -0.071
C -2.3291 -1.3613 1.1670 0.012 -0.041 -0.355
N -1.4697 -1.0750 0.1332 -0.229 0.103 0.150
C -1.9631 -0.8309 -1.1537 -0.110 0.004 0.199
C -3.1286 -0.0845 -1.3873 0.028 0.079 0.177
C -3.5354 0.1816 -2.6792 -0.084 0.142 0.052
C -2.7917 -0.2462 -3.7803 0.042 -0.035 -0.141
C -3.2287 0.0667 -5.1881 0.070 -0.021 0.087
C -1.6334 -0.9922 -3.5417 0.004 0.002 -0.067
C -1.2269 -1.3185 -2.2539 0.039 -0.071 -0.113
P 0.0876 -2.4534 -1.7541 0.002 0.007 0.050
C 1.0784 -3.0381 -3.1896 -0.102 0.114 -0.095
C 1.9033 -1.8904 -3.7729 -0.061 -0.021 -0.162
C 0.3191 -3.8257 -4.2674 0.056 -0.004 -0.024
C -0.8068 -3.9268 -1.0585 0.069 -0.102 -0.204
C -2.1127 -4.2503 -1.7924 0.003 -0.091 0.060
C 0.1277 -5.1450 -1.0078 -0.077 0.001 0.070
H -1.8938 2.5649 4.6275 -0.033 -0.028 0.023
H -1.6267 0.9789 5.3364 -0.041 0.046 -0.118
H -2.7645 1.1774 3.9877 0.000 0.007 -0.005
H 0.2521 1.6877 3.8154 0.090 0.061 -0.042
H -1.9433 1.8109 1.6634 0.094 0.011 0.038
H -0.2139 2.0575 1.3687 0.071 -0.013 -0.073
H -1.1116 3.1991 2.3674 -0.056 -0.089 0.025
H 1.5386 -1.3288 3.9247 0.092 -0.015 0.007
H -0.6125 -0.7996 6.0387 0.089 0.002 -0.049
H 0.6598 0.3610 5.6121 -0.013 -0.081 -0.003
H 1.0773 -1.2066 6.2888 -0.025 -0.001 0.003
H -0.9460 -2.9165 4.7284 0.095 0.016 -0.017
H 0.7429 -3.3726 4.9236 -0.047 0.053 -0.057
H 0.0274 -3.3032 3.3124 -0.005 0.026 0.006
H -2.5169 -1.2726 4.5650 -0.026 -0.006 -0.106
H -4.4416 -2.6175 5.3446 0.009 -0.005 -0.042
H -5.6777 -3.1523 4.1911 0.044 0.010 -0.012
H -5.6043 -1.4704 4.6940 0.035 -0.015 -0.036
H -5.3931 -2.7381 1.7673 0.084 0.022 0.008
H -3.8869 -2.2053 -0.0783 0.006 0.044 0.036
H -3.6836 0.3157 -0.5442 0.027 -0.056 -0.091
H -4.4458 0.7520 -2.8404 0.092 -0.058 0.018
H -4.2521 0.4404 -5.2187 0.064 -0.030 0.032
H -3.1695 -0.8200 -5.8215 -0.008 0.032 0.037
H -2.5790 0.8240 -5.6365 -0.022 -0.031 0.047
H -1.0713 -1.3497 -4.3965 -0.045 0.015 0.078
H 1.7766 -3.7274 -2.7100 0.071 -0.080 0.044
H 1.2809 -1.1027 -4.2057 0.034 -0.044 0.031
H 2.5529 -2.2728 -4.5640 -0.059 0.038 0.048
H 2.5370 -1.4442 -3.0103 0.092 0.097 0.089
H -0.5043 -3.2682 -4.7116 0.048 -0.013 0.026
H -0.0795 -4.7647 -3.8885 0.020 0.059 -0.029
H 1.0179 -4.0720 -5.0701 -0.030 0.004 0.032
H -1.0452 -3.6331 -0.0353 -0.025 -0.014 0.114
H -1.9344 -4.5070 -2.8377 -0.040 0.021 0.077
H -2.8240 -3.4231 -1.7681 0.049 -0.024 -0.008
H -2.5863 -5.1140 -1.3169 0.037 0.061 -0.031
H 0.2729 -5.5788 -1.9969 0.005 0.011 0.039
H -0.3238 -5.9169 -0.3804 0.019 0.049 -0.048
H 1.1070 -4.9075 -0.5875 -0.060 -0.005 -0.014
N 3.7122 -0.4691 0.9083 0.055 0.032 0.046
N 4.2961 -1.6856 1.2413 -0.229 -0.125 -0.012
C 3.5589 -2.7864 1.4290 -0.034 -0.014 -0.006
N 4.2156 -3.8962 1.7430 -0.133 -0.009 0.014
S 1.8515 -2.8657 1.2980 0.275 -0.048 0.048
H 4.1166 -0.1321 0.0437 0.030 0.097 -0.173
H 3.9076 0.2042 1.6381 -0.014 0.167 0.118
H 5.2933 -1.7283 1.3740 0.223 -0.013 0.023
H 5.2193 -3.9357 1.8285 0.036 0.012 0.020
H 3.6988 -4.7401 1.9247 -0.011 -0.067 -0.010
C -2.1647 5.0550 -2.7614 -0.019 -0.003 -0.001
C -1.1874 5.7842 -2.0948 0.006 0.063 0.011
C -0.1597 5.1316 -1.4333 0.002 0.023 -0.042
C -0.1053 3.7331 -1.4512 -0.103 -0.159 0.109
C -1.0882 3.0012 -2.1223 -0.015 0.072 -0.088
C -2.1118 3.6663 -2.7801 0.044 -0.039 0.036
P 1.2685 2.8351 -0.7270 0.318 0.436 -0.349
C 1.9762 3.7744 0.6069 0.018 -0.213 0.215
C 1.1879 4.5826 1.4410 0.069 0.024 -0.003
C 1.7711 5.2529 2.5031 0.012 -0.028 -0.017
C 3.1290 5.0944 2.7674 0.020 0.018 0.029
C 3.9136 4.2706 1.9632 -0.039 -0.018 0.003
C 3.3426 3.6038 0.8934 -0.028 0.150 -0.013
C 2.5680 2.6660 -1.9772 -0.048 -0.114 0.067
C 3.0264 1.4169 -2.3753 0.175 0.130 -0.132
C 4.0161 1.3129 -3.3477 -0.025 -0.003 0.041
C 4.5452 2.4631 -3.9156 0.016 0.011 -0.012
C 4.0894 3.7161 -3.5152 -0.004 0.044 0.019
C 3.1024 3.8252 -2.5474 0.015 -0.016 -0.062
H -2.9691 5.5736 -3.2702 0.066 -0.041 0.020
H -1.2213 6.8680 -2.0942 -0.004 -0.096 0.002
H 0.6049 5.7119 -0.9330 -0.014 -0.021 0.009
H -1.0389 1.9176 -2.1466 -0.030 -0.030 0.006
H -2.8674 3.1036 -3.3130 0.004 -0.002 0.026
H 0.1307 4.7073 1.2400 0.080 0.007 -0.002
H 1.1709 5.9070 3.1234 0.027 -0.033 -0.019
H 3.5812 5.6218 3.6007 -0.046 -0.039 -0.088
H 4.9727 4.1677 2.1646 -0.045 0.010 -0.010
H 3.9616 2.9991 0.2392 -0.023 0.012 0.033
H 2.6020 0.5338 -1.9269 -0.119 -0.230 0.032
H 4.3715 0.3396 -3.6671 -0.037 0.052 0.023
H 5.3159 2.3874 -4.6748 -0.073 0.011 0.067
H 4.5062 4.6139 -3.9581 -0.039 -0.086 0.033
H 2.7539 4.8053 -2.2417 0.003 -0.038 -0.019
```
Forces are in eV/Å.

***

Record 6
The following is a quantum chemistry calculation of an isolated molecule of C5H6O, from OMol25.

For the total energy, the calculation gives -7326.491 eV. Its spin multiplicity is 1. As for the SMILES: C#C[C@]1(C)CO1. As for the orbital gap: 10.977 eV.

```
12
Properties=species:S:1:pos:R:3:forces:R:3
C 1.3189 0.4420 0.5822 0.015 0.025 0.004
C 0.0809 -0.2434 0.0174 -0.022 0.253 0.032
C 0.0601 -0.8730 -1.3140 0.003 0.090 -0.280
O 0.1860 -1.6570 -0.1423 -0.068 -0.190 0.150
C -1.1966 0.2636 0.5014 -0.405 0.236 0.122
C -2.2302 0.7830 0.8339 0.343 -0.185 -0.114
H 1.0539 1.0660 1.4396 0.038 -0.113 -0.139
H 1.8138 1.0755 -0.1598 -0.115 -0.097 0.067
H 2.0248 -0.3230 0.9179 -0.097 0.097 -0.101
H 0.9359 -0.7982 -1.9586 -0.030 -0.082 0.194
H -0.8954 -0.9820 -1.8273 0.171 0.094 0.060
H -3.1522 1.2467 1.1095 0.167 -0.128 0.004
```
Forces are in eV/Å.

***

So what do the calculations give for F_max? Going down the list: 0.9 0.4 7.3 1.1 0.6 0.5 eV/A.